[1]
This record from the OMol25 dataset describes a molecular structure, C34H34N5O2Ru. The level of theory is the ωB97M-V functional and the def2-TZVPD basis.

Highest occupied orbital energy (spin up / spin down)   -9.323 / -9.315 eV
Frontier orbital gap (spin up / spin down)   5.934 / 5.945 eV

```
! RIJCOSX wB97M-V def2-TZVPD def2/J DEFGRID3
* xyz 1 1
Ru 0.076 -0.188 -0.403
C -2.888 5.593 1.812
C -1.956 4.571 1.223
C -0.586 4.605 1.476
C 0.255 3.658 0.940
C -0.197 2.632 0.086
N 0.693 1.692 -0.429
C 2.024 2.058 -0.653
C 2.316 3.249 -1.335
C 3.607 3.625 -1.633
C 4.691 2.821 -1.280
C 6.094 3.198 -1.665
C 4.423 1.646 -0.604
C 3.126 1.264 -0.273
N 2.952 0.059 0.458
C 3.783 -0.537 1.343
C 3.214 -1.734 1.721
C 2.006 -1.812 1.015
N 1.877 -0.712 0.275
C -1.589 2.591 -0.146
C -2.429 3.539 0.432
N -2.196 1.621 -0.994
C -3.335 1.772 -1.708
C -3.595 0.581 -2.344
C -2.548 -0.264 -1.973
N -1.710 0.375 -1.162
H -2.387 6.553 1.920
H -3.224 5.282 2.804
H -3.770 5.729 1.188
H -0.178 5.379 2.116
H 1.310 3.683 1.176
H 1.485 3.873 -1.636
H 3.782 4.552 -2.166
H 6.208 4.280 -1.700
H 6.330 2.810 -2.658
H 6.822 2.789 -0.965
H 5.247 0.995 -0.331
H 4.712 -0.086 1.646
H 3.617 -2.439 2.427
H 0.490 -3.012 1.919
H -3.498 3.460 0.275
H -3.866 2.706 -1.742
H -4.423 0.350 -2.991
H -2.354 -1.284 -2.258
C -0.395 -0.415 4.133
C -0.883 -0.800 2.765
O -0.496 -0.100 1.827
C -1.842 -1.898 2.630
C -2.638 -2.253 3.735
C -3.751 -3.050 3.604
C -4.116 -3.533 2.348
C -3.324 -3.255 1.254
C -2.178 -2.485 1.397
O -1.471 -2.274 0.240
H 0.511 0.176 4.018
H -0.195 -1.288 4.752
H -1.141 0.204 4.634
H -2.385 -1.849 4.706
H -4.355 -3.284 4.469
H -5.009 -4.131 2.233
H -3.559 -3.635 0.268
C 0.745 -5.318 1.239
C 1.262 -4.239 0.287
C 2.770 -4.423 0.100
C 0.606 -4.431 -1.089
C 0.880 -2.814 0.915
C -0.156 -2.119 0.057
H 0.959 -6.307 0.829
H -0.335 -5.238 1.384
H 1.232 -5.245 2.214
H 2.947 -5.383 -0.386
H 3.301 -4.429 1.052
H 3.193 -3.644 -0.534
H 0.885 -5.407 -1.489
H 0.941 -3.668 -1.792
H -0.484 -4.396 -1.032
*
```

[2]
This record from the OMol25 dataset describes a molecular structure, C34H35As2BrNO5RuSTe. The level of theory is the ωB97M-V functional and the def2-TZVPD basis.

ΔE to the lowest compared entry with this formula, charge and spin   16.48 kcal/mol
Highest occupied orbital energy (spin up / spin down)   -6.382 / -6.382 eV
Frontier orbital gap (spin up / spin down)   6.555 / 6.108 eV

```
! RIJCOSX wB97M-V def2-TZVPD def2/J DEFGRID3
* xyz 0 2
Ru -2.137 -0.122 -0.066
O -6.200 4.358 -1.605
C -5.257 3.455 -1.271
C -3.961 3.481 -1.775
C -3.076 2.504 -1.379
N -3.403 1.529 -0.518
C -4.649 1.528 -0.048
Br -5.072 0.115 1.136
C -5.614 2.451 -0.380
H -5.848 4.985 -2.247
H -3.643 4.241 -2.477
H -2.062 2.478 -1.748
H -6.613 2.394 0.024
C -2.467 2.100 3.060
As -1.522 0.683 2.123
C 0.326 1.247 2.346
C -1.569 -0.823 3.338
C -1.764 -0.717 4.710
C -1.744 -1.852 5.506
C -1.516 -3.094 4.930
C -1.318 -3.199 3.560
C -1.353 -2.069 2.749
As -1.132 -2.193 0.792
C -2.107 -3.849 0.507
C 0.692 -2.863 0.736
H -1.951 2.382 3.976
H -3.481 1.776 3.290
H -2.515 2.964 2.397
H 0.533 1.477 3.391
H 0.520 2.111 1.715
H 0.966 0.429 2.016
H -1.935 0.253 5.164
H -1.905 -1.770 6.574
H -1.498 -3.983 5.547
H -1.148 -4.177 3.127
H -1.622 -4.670 1.034
H -2.131 -4.065 -0.557
H -3.125 -3.720 0.871
H 0.773 -3.699 1.430
H 1.399 -2.085 1.014
H 0.914 -3.197 -0.276
Te -3.258 -1.215 -2.181
C -2.002 -2.805 -2.719
C -0.636 -2.817 -2.745
C -0.094 -4.087 -3.094
C -1.055 -5.019 -3.340
S -2.622 -4.349 -3.149
H -0.060 -1.924 -2.550
H 0.965 -4.292 -3.172
H -0.925 -6.047 -3.638
O 0.052 0.127 -2.524
C 0.100 1.022 -1.698
O -0.536 1.073 -0.568
C 0.969 2.231 -1.950
C 0.929 3.345 -1.123
C 1.741 4.461 -1.354
C 2.580 4.395 -2.437
O 3.471 5.336 -2.873
C 4.078 4.793 -4.047
O 3.542 3.492 -4.262
C 2.619 3.288 -3.268
C 1.828 2.192 -3.059
H 0.247 3.342 -0.284
H 1.716 5.331 -0.714
H 5.157 4.722 -3.895
H 3.842 5.430 -4.902
H 1.843 1.322 -3.699
C 2.757 -0.499 -0.528
C 3.896 -1.058 0.065
C 4.608 -2.114 -0.557
C 5.711 -2.679 0.047
C 6.149 -2.219 1.289
C 5.467 -1.180 1.920
C 4.363 -0.608 1.324
H 2.215 0.295 -0.032
H 2.391 -0.841 -1.486
H 4.270 -2.472 -1.522
H 6.240 -3.484 -0.446
H 7.015 -2.666 1.759
H 5.807 -0.820 2.882
H 3.837 0.203 1.815
*
```